1.
Density functional theory data (the ωB97M-V functional and the def2-TZVPD basis) for a structure of composition C37H33BrN15O7RbS2.

Values from the calculation:
- E (Ha) = -6172.2159
- total charge = -2
- energy relative to the best compared isomer or geometry (same formula, charge and spin) (kcal/mol) = 73.66

CARTESIAN COORDINATES (ANGSTROEM)
Rb 0.954 -0.955 -0.830
O 4.602 -0.512 0.185
C 4.094 -1.100 -0.878
O 3.317 -0.589 -1.645
C 4.594 -2.489 -1.124
C 5.963 -2.740 -1.207
C 6.359 -4.023 -1.622
C 5.398 -4.956 -1.906
C 4.023 -4.634 -1.731
N 3.651 -3.383 -1.334
C 2.942 -5.562 -1.943
O 3.254 -6.767 -2.540
O 1.781 -5.384 -1.593
H 4.121 0.371 0.311
H 6.677 -1.964 -0.986
H 7.410 -4.265 -1.722
H 5.698 -5.942 -2.239
H 4.100 -6.695 -2.991
N 1.129 -5.159 1.086
N 2.304 -4.479 1.426
C 2.387 -3.163 1.640
N 3.590 -2.663 2.003
N 1.254 -2.484 1.576
N 1.188 -1.216 1.875
O 0.175 -0.649 1.559
O 2.075 -0.661 2.504
H 1.189 -5.439 0.094
H 0.382 -4.466 1.140
H 3.148 -5.027 1.338
H 4.423 -3.077 1.621
H 3.587 -1.655 2.150
Br -1.546 12.632 2.227
C -0.660 10.939 2.093
C 0.609 10.797 2.632
C 1.252 9.584 2.524
C 0.642 8.494 1.880
C -0.638 8.690 1.323
C -1.286 9.897 1.430
N 1.355 7.335 1.786
N 0.652 6.307 1.383
C 1.258 5.140 1.178
C 2.638 4.887 1.372
C 3.193 3.668 1.122
C 2.435 2.564 0.612
O 2.940 1.443 0.386
C 1.009 2.812 0.378
N 0.299 1.801 -0.134
C -0.987 1.963 -0.331
C -1.662 3.150 -0.025
C -0.946 4.204 0.488
C 0.434 4.060 0.697
H 1.085 11.636 3.122
H 2.244 9.453 2.930
H -1.096 7.866 0.799
H -2.265 10.038 0.996
H 3.236 5.710 1.744
H 4.249 3.501 1.299
H -1.520 1.116 -0.748
H -2.722 3.233 -0.216
H -1.413 5.147 0.735
S -1.278 1.263 -3.855
C -2.319 0.248 -4.754
C -2.582 0.537 -6.094
C -3.443 -0.243 -6.857
C -3.672 0.070 -8.203
N -3.842 0.334 -9.311
C -4.079 -1.363 -6.261
C -3.820 -1.658 -4.928
C -2.953 -0.882 -4.159
S -2.702 -1.285 -2.516
C -4.968 -2.153 -7.000
N -5.706 -2.814 -7.591
H -2.101 1.394 -6.545
H -4.301 -2.509 -4.466
C -3.203 -2.442 0.921
N -2.012 -2.671 1.730
C -1.951 -4.075 2.099
N -3.137 -4.503 2.850
C -4.305 -4.232 2.012
N -4.419 -2.829 1.645
C -4.484 -2.046 2.871
N -3.316 -2.248 3.724
C -2.128 -1.881 2.945
C -3.228 -3.667 4.042
H -3.135 -3.022 0.000
H -3.262 -1.384 0.658
H -1.074 -4.245 2.732
H -1.883 -4.684 1.192
H -5.204 -4.527 2.565
H -4.222 -4.831 1.101
H -5.379 -2.343 3.430
H -4.554 -0.986 2.617
H -1.244 -2.042 3.566
H -2.187 -0.825 2.675
H -4.119 -3.957 4.610
H -2.341 -3.840 4.659

***

2.
Density functional theory data (the ωB97M-V functional and the def2-TZVPD basis) for a structure of composition C37H33BrN8O6SZr.

Values from the calculation:
- E (Ha) = -5338.3415
- total charge = +2
- energy relative to the best compared isomer or geometry (same formula, charge and spin) (kcal/mol) = 24.52

CARTESIAN COORDINATES (ANGSTROEM)
Zr 0.203 -0.063 0.187
O -0.391 -5.694 -2.340
C -0.284 -4.471 -1.856
C -0.888 -3.341 -2.447
C -0.684 -2.110 -1.851
N 0.074 -1.972 -0.762
C 0.605 -3.036 -0.153
C 0.457 -4.305 -0.666
C 1.306 -2.617 1.149
O 1.969 -3.383 1.801
O 1.087 -1.364 1.406
C -1.334 -0.762 -2.235
O -2.039 -0.650 -3.201
O -1.036 0.163 -1.369
H -0.901 -5.750 -3.163
H -1.500 -3.416 -3.337
H 0.897 -5.160 -0.177
C -5.671 2.081 12.524
O -6.130 1.220 11.500
C -5.477 1.145 10.340
C -4.295 1.829 10.022
C -3.715 1.656 8.787
C -4.287 0.810 7.827
C -5.479 0.140 8.142
C -6.057 0.302 9.373
C -3.616 0.655 6.575
N -2.447 1.209 6.294
C -2.145 0.834 5.042
C -3.160 0.009 4.516
N -4.081 -0.088 5.515
C -3.092 -0.524 3.216
C -4.058 -1.376 2.646
C -3.875 -1.827 1.363
C -2.730 -1.439 0.656
N -1.798 -0.644 1.158
C -1.957 -0.171 2.417
C -0.940 0.709 2.934
N 0.073 1.081 2.108
C 1.049 1.836 2.603
C 1.077 2.301 3.920
C 0.024 1.998 4.753
C -1.011 1.190 4.267
H -6.402 1.993 13.325
H -5.631 3.117 12.180
H -4.689 1.775 12.893
H -3.830 2.490 10.737
H -2.805 2.172 8.526
H -5.953 -0.516 7.427
H -6.970 -0.209 9.636
H -4.966 -0.567 5.482
H -4.934 -1.662 3.208
H -4.595 -2.476 0.892
H -2.603 -1.783 -0.366
H 1.856 2.103 1.924
H 1.911 2.896 4.261
H -0.039 2.358 5.768
C 6.643 -2.149 -1.585
C 6.450 -0.642 -1.434
N 5.079 -0.259 -1.119
C 4.485 -0.287 0.075
S 3.019 0.585 0.255
N 5.055 -0.880 1.113
C 4.488 -0.898 2.448
C 4.761 0.397 3.206
H 7.681 -2.354 -1.836
H 6.018 -2.538 -2.384
H 6.397 -2.681 -0.670
H 6.699 -0.155 -2.378
H 7.120 -0.242 -0.665
H 4.542 0.156 -1.867
H 5.992 -1.245 1.006
H 4.925 -1.745 2.976
H 3.408 -1.065 2.368
H 5.829 0.558 3.333
H 4.314 0.332 4.194
H 4.341 1.246 2.671
Br 1.637 0.247 -2.508
C 1.287 2.007 -1.839
C 1.723 3.107 -2.552
C 1.406 4.360 -2.051
C 0.650 4.448 -0.890
C 0.279 3.281 -0.243
N 0.614 2.062 -0.692
H 2.282 2.981 -3.466
H 1.729 5.245 -2.574
H 0.356 5.410 -0.505
H -0.317 3.311 0.664

***

3.
Density functional theory data (the ωB97M-V functional and the def2-TZVPD basis) for a structure of composition C37H33Cl4NO4STeW.

Values from the calculation:
- E (Ha) = -4358.4167
- total charge = +3
- multiplicity = 2
- energy relative to the best compared isomer or geometry (same formula, charge and spin) (kcal/mol) = 0.00
- ⟨S²⟩ = 0.77

CARTESIAN COORDINATES (ANGSTROEM)
W 13.108 10.145 12.602
Cl 16.617 12.029 7.007
C 15.588 11.067 8.011
C 14.735 9.984 7.677
Cl 14.876 9.303 6.117
C 13.890 9.304 8.592
Cl 12.815 8.022 8.156
C 13.864 9.776 9.860
O 13.044 9.341 10.871
C 14.791 10.702 10.372
O 14.686 10.924 11.743
C 15.600 11.377 9.406
Cl 16.578 12.480 10.118
C 21.069 9.450 15.707
C 19.604 9.364 15.380
C 18.902 10.503 15.002
C 17.523 10.479 14.707
C 16.806 11.802 14.375
C 16.899 9.211 14.853
Te 14.866 9.158 14.829
N 11.880 10.044 13.991
C 12.264 11.304 14.447
O 13.173 11.878 13.684
C 11.849 11.765 15.820
C 12.473 12.877 16.471
C 12.049 13.125 17.768
C 11.015 12.425 18.352
C 10.357 11.355 17.794
C 10.827 10.974 16.516
C 13.938 7.936 13.364
C 12.778 7.254 13.873
C 12.293 6.103 13.333
C 13.068 5.498 12.284
C 14.291 6.017 11.896
C 14.741 7.230 12.397
C 16.010 7.782 11.896
C 17.515 8.016 15.187
C 16.709 6.794 15.521
C 18.923 8.153 15.434
H 21.586 8.448 15.698
H 21.155 9.750 16.746
H 21.594 10.145 15.000
H 19.414 11.471 14.957
H 17.556 12.640 14.419
H 16.004 11.958 15.096
H 16.380 11.829 13.345
H 13.173 13.454 15.925
H 12.455 13.910 18.407
H 10.714 12.870 19.369
H 9.521 10.888 18.326
H 10.300 10.159 15.931
H 12.104 7.741 14.642
H 11.360 5.733 13.596
H 12.600 4.642 11.798
H 14.786 5.553 11.087
H 16.010 8.029 10.864
H 16.801 6.989 12.034
H 16.383 8.543 12.504
H 15.770 6.590 14.993
H 16.395 6.821 16.653
H 17.308 5.888 15.489
H 19.483 7.193 15.711
C 6.511 11.804 8.141
C 7.748 12.028 8.958
C 9.083 11.936 8.414
C 10.200 12.203 9.206
C 9.972 12.577 10.554
C 8.712 12.700 11.056
C 7.637 12.349 10.297
S 11.324 12.845 11.626
C 12.271 14.032 10.731
O 12.047 11.506 11.606
H 6.539 11.440 7.144
H 5.909 12.704 8.227
H 6.022 10.990 8.612
H 9.209 11.615 7.419
H 11.192 12.083 8.803
H 8.454 13.033 12.029
H 6.628 12.310 10.629
H 12.419 13.657 9.701
H 13.231 14.273 11.289
H 11.641 14.905 10.850

***

4.
Density functional theory data (the ωB97M-V functional and the def2-TZVPD basis) for a structure of composition C37H33HfN7O3Se4.

Values from the calculation:
- E (Ha) = -11692.4719
- total charge = +1
- multiplicity = 2
- energy relative to the best compared isomer or geometry (same formula, charge and spin) (kcal/mol) = 23.07
- ⟨S²⟩ = 0.76

CARTESIAN COORDINATES (ANGSTROEM)
Hf -0.076 0.209 1.233
C 3.023 -2.904 0.866
C 2.522 -1.504 0.652
O 1.307 -1.270 1.048
C 3.306 -0.530 0.099
C 2.905 0.826 -0.058
C 3.904 1.793 -0.612
N 1.714 1.248 0.300
N 1.566 2.640 0.209
C 0.631 3.055 0.998
O -0.099 2.262 1.734
C 0.358 4.511 1.070
C 0.846 5.386 0.102
C 0.554 6.738 0.182
C -0.215 7.226 1.230
C -0.696 6.358 2.201
C -0.416 5.003 2.118
H 2.182 -3.595 0.890
H 3.724 -3.196 0.087
H 3.536 -2.968 1.828
H 4.299 -0.796 -0.230
H 4.783 1.269 -0.977
H 3.452 2.375 -1.413
H 4.200 2.508 0.156
H 1.458 4.998 -0.700
H 0.934 7.414 -0.572
H -0.434 8.283 1.292
H -1.285 6.738 3.025
H -0.791 4.311 2.861
Se -1.796 0.329 3.574
Se -0.913 -2.431 3.175
C -1.828 -2.519 1.542
C -2.708 -3.558 1.250
C -3.328 -3.601 0.020
C -3.077 -2.583 -0.891
C -2.218 -1.571 -0.524
N -1.592 -1.527 0.662
C -0.036 0.561 4.238
C 0.295 0.860 5.551
C 1.634 0.981 5.877
C 2.602 0.796 4.897
C 2.192 0.497 3.615
N 0.901 0.385 3.302
H -2.893 -4.313 2.002
H -4.004 -4.410 -0.225
H -3.531 -2.568 -1.870
H -2.015 -0.755 -1.203
H -0.487 0.986 6.286
H 1.925 1.214 6.892
H 3.654 0.882 5.124
H 2.895 0.340 2.805
Se -0.692 -1.086 -3.859
Se 0.800 -1.113 -2.042
C 0.830 -3.056 -1.919
C 1.790 -3.738 -2.661
C 1.861 -5.116 -2.530
C 0.984 -5.749 -1.663
C 0.064 -4.974 -0.973
N -0.017 -3.651 -1.095
C -0.992 0.797 -3.625
C -2.034 1.457 -4.272
C -2.156 2.818 -4.065
C -1.251 3.468 -3.234
C -0.253 2.719 -2.638
N -0.127 1.406 -2.829
H 2.456 -3.193 -3.316
H 2.592 -5.681 -3.092
H 1.008 -6.820 -1.525
H -0.641 -5.428 -0.286
H -2.716 0.913 -4.910
H -2.949 3.372 -4.551
H -1.312 4.534 -3.062
H 0.485 3.163 -1.980
O -1.662 1.104 0.022
N -2.667 1.868 0.420
C -3.752 1.282 0.958
C -4.821 2.044 1.366
C -4.770 3.424 1.224
C -3.642 3.996 0.661
C -2.595 3.193 0.258
H -3.705 0.206 1.039
H -5.680 1.553 1.797
H -5.596 4.039 1.545
H -3.554 5.064 0.529
H -1.696 3.572 -0.199

***

5.
Density functional theory data (the ωB97M-V functional and the def2-TZVPD basis) for a structure of composition C37H33MnN4P2S5Se.

Values from the calculation:
- E (Ha) = -7874.7410
- total charge = +1
- multiplicity = 6
- energy relative to the best compared isomer or geometry (same formula, charge and spin) (kcal/mol) = 14.54
- ⟨S²⟩ = 8.76

CARTESIAN COORDINATES (ANGSTROEM)
Mn -0.099 0.670 -0.403
N 1.971 0.129 1.694
P 0.299 -0.033 2.002
C 0.099 -1.745 2.554
C 0.656 -2.202 3.753
C 0.615 -3.552 4.062
C 0.018 -4.455 3.182
C -0.537 -4.007 1.992
C -0.495 -2.652 1.677
C 0.020 1.009 3.463
C -0.981 0.692 4.384
C -1.207 1.514 5.480
C -0.440 2.658 5.662
C 0.540 2.993 4.736
C 0.766 2.176 3.634
P 2.232 -0.015 -0.002
C 3.893 0.655 -0.228
C 4.391 1.647 0.615
C 5.674 2.144 0.415
C 6.447 1.666 -0.633
C 5.940 0.697 -1.492
C 4.664 0.192 -1.294
C 2.372 -1.778 -0.352
C 3.050 -2.642 0.509
C 3.080 -4.000 0.249
C 2.452 -4.504 -0.889
C 1.791 -3.651 -1.760
C 1.741 -2.285 -1.485
H 2.623 -0.289 2.353
H 1.116 -1.507 4.447
H 1.047 -3.905 4.990
H -0.016 -5.508 3.432
H -0.998 -4.707 1.306
H -0.907 -2.306 0.735
H -1.573 -0.209 4.259
H -1.977 1.257 6.197
H -0.603 3.287 6.528
H 1.130 3.891 4.872
H 1.529 2.441 2.913
H 3.784 2.030 1.426
H 6.065 2.908 1.075
H 7.449 2.049 -0.783
H 6.539 0.334 -2.316
H 4.267 -0.561 -1.966
H 3.555 -2.258 1.390
H 3.595 -4.669 0.927
H 2.485 -5.567 -1.094
H 1.319 -4.039 -2.654
H 1.235 -1.613 -2.169
C 2.957 0.062 -5.413
S 1.650 -1.058 -4.861
C 0.297 0.053 -4.746
C 0.166 1.087 -3.893
S 1.260 1.636 -2.647
S -1.318 1.970 -4.116
C -2.094 0.968 -5.265
S -3.677 1.171 -5.741
S -1.062 -0.270 -5.800
H 3.849 -0.555 -5.528
H 3.134 0.835 -4.668
H 2.706 0.506 -6.374
C -3.317 0.274 1.058
N -3.838 0.475 -0.290
C -3.261 0.072 -1.439
Se -1.649 -0.858 -1.651
N -4.064 0.424 -2.445
C -5.185 1.101 -1.954
C -6.276 1.672 -2.595
C -7.214 2.280 -1.781
C -7.072 2.311 -0.383
C -5.980 1.737 0.244
C -5.041 1.137 -0.582
H -2.684 -0.609 1.056
H -4.153 0.115 1.736
H -2.745 1.141 1.389
H -3.854 0.278 -3.436
H -6.380 1.640 -3.673
H -8.081 2.744 -2.231
H -7.834 2.791 0.217
H -5.874 1.755 1.321
N -1.398 3.608 -0.951
C -0.891 2.609 -0.690
H -1.690 4.514 -1.263